Record 1
Molecular formula: C26H35HgN5O3Ta
Method: DFT, ωB97M-V/def2-TZVPD

```
71
C26H35HgN5O3Ta (ωB97M-V/def2-TZVPD)
N -1.923 0.213 0.879
C -1.733 0.130 3.794
O -2.638 -0.359 4.278
Hg -4.034 0.245 1.473
Ta -0.347 -0.121 0.068
N 0.698 1.586 0.235
N -0.742 -0.641 -1.829
C 0.518 2.679 1.205
C -1.546 -1.716 -2.431
C -0.834 3.342 0.977
C 1.599 3.759 1.119
C 0.558 2.114 2.623
C -2.177 -1.331 -3.768
C -0.628 -2.924 -2.640
C -2.669 -2.142 -1.479
H -0.878 3.825 -0.008
H -0.969 4.123 1.737
H -1.652 2.615 1.051
H 2.597 3.380 1.371
H 1.330 4.503 1.882
H 1.609 4.239 0.134
H -0.285 1.441 2.823
H 0.505 2.949 3.339
H 1.486 1.557 2.797
H -2.880 -0.498 -3.637
H -2.737 -2.208 -4.132
H -1.429 -1.056 -4.518
H 0.252 -2.653 -3.233
H -1.169 -3.726 -3.163
H -0.281 -3.295 -1.671
H -2.257 -2.747 -0.663
H -3.399 -2.757 -2.034
H -3.183 -1.284 -1.035
C -0.183 0.367 -2.728
H -0.043 1.313 -2.192
H 0.785 0.089 -3.190
H -0.902 0.581 -3.540
C 1.990 1.515 -0.459
H 2.839 1.781 0.195
H 2.195 0.498 -0.838
H 1.989 2.200 -1.326
O -0.534 -3.047 0.523
C 0.458 -2.699 1.173
N 1.416 -3.474 1.774
C 2.268 -2.684 2.655
C 1.951 -1.282 2.123
O 2.614 -0.259 2.262
N 0.812 -1.370 1.351
C 1.768 -2.905 4.068
C 1.128 -1.889 4.767
C 0.603 -2.154 6.039
C 0.682 -3.439 6.577
C 1.313 -4.463 5.858
C 1.876 -4.192 4.606
C 3.725 -3.029 2.450
C 4.629 -3.236 3.497
C 5.924 -3.684 3.210
C 6.325 -3.875 1.883
C 5.435 -3.586 0.841
C 4.138 -3.150 1.127
H 1.195 -4.454 1.912
H 1.053 -0.892 4.324
H 0.114 -1.342 6.584
H 0.257 -3.659 7.561
H 1.362 -5.484 6.239
H 2.399 -4.971 4.038
H 4.310 -3.058 4.530
H 6.601 -3.864 4.047
H 7.339 -4.220 1.676
H 5.738 -3.684 -0.200
H 3.435 -2.912 0.325
```

Output
Orbital gap (spin up / spin down), eV: 4.69 / 3.06
Net charge: +2
Calculated total energy, eV: -46831.6254
HOMO level (spin up / spin down), eV: -13.7 / -13.7
Spin multiplicity: 2


Record 2
Molecular formula: C31H42I2LiN5OPS
Method: DFT, ωB97M-V/def2-TZVPD

```
84
C31H42I2LiN5OPS (ωB97M-V/def2-TZVPD)
C 1.440 -3.864 -1.379
C 1.979 -2.510 -1.860
C 0.956 -1.365 -1.890
I 1.835 0.205 -3.114
N 0.392 -0.914 -0.592
C -0.941 -0.417 -0.779
C -1.977 -1.364 -0.807
C -1.685 -2.849 -0.630
C -1.192 -3.139 0.787
N -1.414 -4.253 1.359
C -3.273 -0.949 -1.030
C -4.456 -1.899 -1.137
C -4.822 -2.119 -2.618
C -5.859 -3.222 -2.882
I -3.059 -2.372 -3.906
C -3.586 0.388 -1.214
C -2.591 1.336 -1.183
N -2.862 2.694 -1.402
C -3.741 3.262 -0.644
C -5.063 3.713 -1.200
C -3.399 3.490 0.823
C -1.290 0.888 -0.967
S -0.044 2.146 -0.937
C 1.176 1.346 0.100
C 2.006 2.190 0.808
C 1.923 3.707 0.667
C 2.795 4.191 -0.550
C 1.987 4.464 -1.809
N 1.086 5.578 -1.819
O 2.053 3.751 -2.795
C 2.959 1.682 1.648
C 3.031 0.316 1.793
C 4.097 -0.196 2.765
C 4.110 0.692 4.013
C 5.203 1.740 4.237
N 3.201 0.505 4.884
C 2.197 -0.539 1.079
P 2.374 -2.352 1.400
C 4.110 -2.873 1.028
C 1.908 -2.756 3.140
C 1.248 -0.039 0.176
H 2.281 -4.570 -1.417
H 0.713 -4.229 -2.116
H 1.076 -3.870 -0.357
H 2.893 -2.191 -1.352
H 2.285 -2.660 -2.903
H 0.107 -1.742 -2.467
H -2.566 -3.470 -0.789
H -0.966 -3.130 -1.403
H -0.665 -2.398 1.391
H -1.917 -4.879 0.724
H -4.344 -2.820 -0.567
H -5.310 -1.367 -0.696
H -5.264 -1.175 -2.962
H -6.679 -3.222 -2.162
H -6.315 -3.020 -3.862
H -5.356 -4.186 -2.984
H -4.613 0.690 -1.405
H -5.359 4.658 -0.729
H -5.029 3.857 -2.281
H -5.817 2.946 -0.992
H -3.378 4.574 0.975
H -2.400 3.086 0.998
H -4.120 2.974 1.466
H 2.373 4.128 1.570
H 0.882 4.034 0.607
H 3.254 5.136 -0.234
H 3.551 3.429 -0.741
H 1.227 6.067 -0.935
H 0.133 5.222 -1.790
H 3.634 2.336 2.188
H 5.070 -0.112 2.268
H 3.893 -1.197 3.129
H 5.715 1.993 3.304
H 4.726 2.638 4.639
H 5.927 1.384 4.974
H 3.367 1.163 5.649
H 4.079 -3.855 0.552
H 4.810 -2.829 1.867
H 4.482 -2.184 0.257
H 2.782 -2.782 3.809
H 1.235 -2.011 3.574
H 1.459 -3.749 3.211
Li -4.663 -0.958 -5.571
```

Output
Orbital gap, eV: 4.55
Net charge: +1
Calculated total energy, eV: -78848.8629
HOMO level, eV: -9.0
Spin multiplicity: 1


Record 3
Molecular formula: C46H79BrCl2N5O8S6
Method: DFT, ωB97M-V/def2-TZVPD

```
147
C46H79BrCl2N5O8S6 (ωB97M-V/def2-TZVPD)
C 2.641 -7.055 0.079
O 1.523 -6.472 0.716
C 0.274 -7.003 0.322
C -0.820 -5.968 0.568
C -1.374 -5.235 -0.667
N -0.757 -3.931 -0.829
C -1.427 -2.849 -0.413
N -2.128 -2.966 0.705
C -2.859 -1.889 1.328
C -4.236 -2.008 1.443
C -4.917 -0.978 2.074
C -4.192 0.099 2.557
C -2.812 0.095 2.370
N -2.131 -0.882 1.773
N -1.358 -1.647 -1.046
C -2.666 -1.168 -1.566
C -2.575 -0.124 -2.662
C -2.154 1.239 -2.151
Br -2.091 2.471 -3.666
C -0.200 -1.479 -1.920
C 0.988 -2.329 -1.485
C 2.265 -2.062 -2.314
C 2.235 -1.820 -3.821
C 1.492 -0.559 -4.268
O 3.603 -1.563 -4.196
C 4.390 -2.715 -4.406
C 5.855 -2.367 -4.258
C 6.736 -3.374 -3.849
C 8.093 -3.098 -3.676
C 8.556 -1.801 -3.908
C 7.685 -0.795 -4.322
C 6.330 -1.073 -4.496
C 1.368 -1.988 -0.023
C 1.382 -0.659 0.392
C 1.712 -0.389 1.710
C 2.028 -1.467 2.524
C 2.019 -2.752 2.020
N 1.678 -3.014 0.753
C 0.500 -3.789 -1.528
C 0.545 -4.453 -2.894
Cl 2.030 -5.289 -3.208
C -0.379 -4.535 -3.850
C -0.190 -5.264 -5.141
Cl -1.942 -3.799 -3.672
H 2.397 -7.473 -0.896
H 3.083 -7.842 0.690
H 3.394 -6.282 -0.057
H 0.274 -7.321 -0.724
H 0.061 -7.877 0.944
H -0.359 -5.186 1.172
H -1.632 -6.358 1.161
H -1.348 -5.856 -1.557
H -2.425 -5.066 -0.451
H -2.162 -3.856 1.197
H -4.746 -2.873 1.049
H -5.988 -1.013 2.204
H -4.667 0.928 3.062
H -2.237 0.929 2.748
H -3.319 -1.984 -1.869
H -3.190 -0.685 -0.739
H -1.998 -0.430 -3.527
H -3.592 -0.003 -3.033
H -2.857 1.641 -1.433
H -1.153 1.261 -1.737
H -0.392 -1.725 -2.962
H 0.040 -0.423 -1.941
H 2.937 -2.896 -2.116
H 2.769 -1.202 -1.882
H 1.905 -2.665 -4.427
H 1.991 -0.136 -5.129
H 0.493 -0.839 -4.605
H 1.391 0.159 -3.460
H 4.202 -3.126 -5.404
H 4.185 -3.507 -3.686
H 6.376 -4.374 -3.647
H 8.759 -3.876 -3.337
H 9.601 -1.591 -3.741
H 8.034 0.213 -4.484
H 5.614 -0.323 -4.792
H 1.161 0.171 -0.257
H 1.718 0.620 2.089
H 2.291 -1.300 3.559
H 2.290 -3.587 2.646
H 1.227 -4.376 -0.960
H 0.533 -4.745 -5.767
H 0.141 -6.283 -4.977
H -1.124 -5.264 -5.691
C -8.066 3.664 4.354
S -6.565 2.696 4.393
O -6.409 2.072 3.043
C -7.181 1.410 5.489
H -7.901 4.509 3.685
H -8.888 3.046 3.988
H -8.284 4.034 5.356
H -8.062 0.944 5.046
H -7.425 1.848 6.455
H -6.395 0.667 5.615
C -9.448 6.532 1.239
S -7.995 7.368 1.883
O -7.427 6.494 2.953
C -8.888 8.687 2.704
H -9.114 5.637 0.717
H -10.109 6.256 2.061
H -9.960 7.193 0.541
H -9.583 8.264 3.432
H -9.416 9.275 1.957
H -8.162 9.317 3.212
C 8.854 1.083 0.451
S 9.985 -0.175 -0.148
O 9.974 -0.111 -1.631
C 8.972 -1.584 0.326
H 9.276 2.061 0.224
H 7.889 0.976 -0.047
H 8.740 0.976 1.531
H 8.001 -1.515 -0.167
H 8.853 -1.595 1.410
H 9.483 -2.489 0.005
C -3.401 -4.428 5.276
S -2.078 -4.367 4.069
O -2.507 -5.217 2.911
C -0.895 -5.338 5.000
H -4.260 -3.908 4.858
H -3.661 -5.466 5.481
H -3.079 -3.926 6.188
H -1.321 -6.317 5.221
H -0.645 -4.812 5.921
H -0.002 -5.454 4.389
C -9.111 12.641 1.887
S -9.084 11.993 0.211
O -8.366 10.689 0.260
C -7.927 13.200 -0.442
H -9.753 11.997 2.485
H -8.101 12.639 2.297
H -9.518 13.652 1.878
H -6.997 13.158 0.125
H -8.370 14.194 -0.381
H -7.736 12.948 -1.483
C 11.237 6.148 -0.709
S 11.007 4.371 -0.828
O 9.563 4.104 -0.585
C 11.879 3.965 0.690
H 10.725 6.606 -1.552
H 10.808 6.511 0.225
H 12.301 6.378 -0.757
H 11.408 4.476 1.530
H 12.923 4.262 0.598
H 11.819 2.887 0.833
```

Output
Orbital gap, eV: 8.07
Net charge: +1
Calculated total energy, eV: -232902.5388
HOMO level, eV: -9.7
Spin multiplicity: 1


Record 4
Molecular formula: C20H15N6Pt
Method: DFT, ωB97M-V/def2-TZVPD

```
42
C20H15N6Pt (ωB97M-V/def2-TZVPD)
Pt 0.445 -0.317 -0.784
C 4.641 -0.450 -0.040
C 4.815 -0.082 1.296
C 3.707 0.253 2.024
C 2.423 0.219 1.448
N 2.259 -0.208 0.176
C 3.374 -0.497 -0.545
N 1.423 0.658 2.273
C 0.212 0.872 1.912
N -0.385 0.673 0.687
C -1.740 0.891 0.799
N -2.669 0.698 -0.062
C -2.474 0.266 -1.347
C -3.623 0.324 -2.160
C -3.564 -0.001 -3.486
C -2.331 -0.382 -4.019
C -1.252 -0.452 -3.185
N -1.302 -0.173 -1.857
C -2.015 1.383 2.160
C -3.190 1.792 2.757
C -3.112 2.198 4.085
C -1.901 2.186 4.776
C -0.724 1.769 4.164
C -0.813 1.372 2.846
H 5.478 -0.690 -0.679
H 5.800 -0.044 1.740
H 3.764 0.574 3.052
H 3.215 -0.757 -1.577
H -4.533 0.654 -1.682
H -4.447 0.055 -4.108
H -2.209 -0.615 -5.067
H -0.287 -0.722 -3.576
H -4.124 1.793 2.213
H -4.007 2.528 4.595
H -1.880 2.508 5.809
H 0.219 1.752 4.691
C 1.947 -3.729 -3.484
C 1.521 -2.574 -2.713
N 1.186 -1.666 -2.106
H 1.076 -4.204 -3.932
H 2.445 -4.438 -2.825
H 2.634 -3.415 -4.269
```

Output
Energy above the lowest of the compared OMol25 structures with the same formula, charge and spin, kcal per mole: 0.0
Orbital gap, eV: 7.60
Net charge: +1
Calculated total energy, eV: -33167.3137
HOMO level, eV: -11.1
Spin multiplicity: 1


Record 5
Molecular formula: C5H7NOS2
Method: DFT, ωB97M-V/def2-TZVPD

```
16
C5H7NOS2 (ωB97M-V/def2-TZVPD)
C -1.982 0.070 0.281
C -1.752 -1.325 -0.147
C 0.262 1.422 -0.110
C -0.415 -0.807 -0.614
C 1.814 0.029 0.675
N -0.703 0.464 -0.227
O -2.865 0.693 0.770
S 0.840 -1.420 0.638
S 3.289 0.108 -0.339
H -1.649 -2.058 0.637
H -2.539 -1.678 -1.002
H -0.068 2.134 0.556
H 0.481 1.782 -1.048
H -0.149 -1.205 -1.606
H 1.981 0.400 1.753
H 3.455 1.391 -0.219
```

Output
Energy above the lowest of the compared OMol25 structures with the same formula, charge and spin, kcal per mole: 60.7
Orbital gap, eV: 8.98
Net charge: 0
Calculated total energy, eV: -30503.2987
HOMO level, eV: -8.6
Spin multiplicity: 1


Record 6
Molecular formula: C3H8N4O
Method: DFT, ωB97M-V/def2-TZVPD

```
16
C3H8N4O (ωB97M-V/def2-TZVPD)
N -0.284 -0.575 0.041
N 0.516 1.477 0.002
C 0.923 0.237 0.312
N -0.914 -1.121 1.164
C -1.119 1.053 -0.555
C 1.936 -0.293 1.024
O -0.242 -1.427 -1.076
N -1.511 1.380 -1.712
H -0.579 -0.954 -1.856
H 1.220 2.200 -0.035
H -1.829 -1.454 0.869
H -0.350 -1.902 1.491
H -0.775 1.321 -2.415
H -1.791 1.104 0.298
H 2.778 0.321 1.309
H 2.022 -1.367 1.140
```

Output
Energy above the lowest of the compared OMol25 structures with the same formula, charge and spin, kcal per mole: 152.1
Orbital gap, eV: 8.85
Net charge: 0
Calculated total energy, eV: -11243.0274
HOMO level, eV: -8.0
Spin multiplicity: 1


Record 7
Molecular formula: CH4NOPS
Method: DFT, ωB97M-V/def2-TZVPD

```
9
CH4NOPS (ωB97M-V/def2-TZVPD)
C 0.231 0.617 -1.007
N -0.845 -1.084 0.577
O -0.977 -0.854 -0.664
P 0.769 1.180 0.824
S -1.053 0.315 1.630
H 0.952 0.239 -1.820
H -0.442 1.256 -1.557
H -0.077 -1.663 0.845
H 1.442 -0.006 1.172
```

Output
Energy above the lowest of the compared OMol25 structures with the same formula, charge and spin, kcal per mole: 73.9
Orbital gap (spin up / spin down), eV: 9.22 / 9.22
Net charge: 0
Calculated total energy, eV: -24759.2919
HOMO level (spin up / spin down), eV: -8.7 / -8.7
Spin multiplicity: 1


Record 8
Molecular formula: C20H34O3PSn
Method: DFT, ωB97M-V/def2-TZVPD

```
59
C20H34O3PSn (ωB97M-V/def2-TZVPD)
C 3.424 -3.721 -1.241
C 2.284 -4.511 -1.724
C 4.311 -3.066 -2.207
C 3.826 -3.815 0.168
H 5.084 -3.761 -2.583
H 4.848 -2.215 -1.764
H 3.761 -2.707 -3.089
H 2.595 -5.535 -2.006
H 1.826 -4.068 -2.620
H 1.505 -4.624 -0.955
H 4.504 -4.672 0.337
H 2.962 -3.966 0.832
H 4.371 -2.921 0.504
C -0.557 0.834 -2.576
C 0.795 0.642 -2.951
C 1.071 -0.746 -2.927
H 1.476 1.431 -3.274
C -0.136 -1.434 -2.556
C -1.142 -0.433 -2.327
H -2.192 -0.617 -2.104
H -1.085 1.785 -2.584
H 1.994 -1.227 -3.249
H -0.290 -2.515 -2.560
C 1.867 0.533 1.981
C 2.000 1.653 1.115
C 2.885 1.304 0.067
H 1.570 2.638 1.290
C 3.323 -0.027 0.273
C 2.713 -0.516 1.475
H 2.947 -1.453 1.978
H 1.333 0.519 2.925
H 3.238 1.975 -0.715
H 4.082 -0.550 -0.305
Sn 0.512 -0.870 0.036
C -5.220 0.041 1.188
C -4.082 0.233 0.231
O -2.842 -0.061 0.997
P -1.420 0.676 0.919
O -1.251 1.309 2.386
C -2.243 1.225 3.543
C -3.009 2.513 3.592
O -1.573 1.918 -0.122
C -2.027 3.306 0.195
C -1.210 4.289 -0.595
H -5.186 -0.959 1.633
H -6.164 0.140 0.649
H -5.203 0.790 1.989
H -4.102 -0.478 -0.601
H -4.021 1.260 -0.155
H -2.883 0.351 3.378
H -1.604 1.077 4.415
H -3.655 2.612 2.711
H -3.656 2.552 4.475
H -2.331 3.373 3.630
H -3.093 3.356 -0.068
H -1.912 3.468 1.276
H -1.089 3.992 -1.640
H -1.706 5.264 -0.559
H -0.222 4.409 -0.136
```

Output
Orbital gap (spin up / spin down), eV: 3.40 / 3.40
Net charge: +1
Calculated total energy, eV: -42544.2537
HOMO level (spin up / spin down), eV: -9.2 / -9.2
Spin multiplicity: 1